ORCA calculation (the ωB97M-V functional and the def2-TZVPD basis) on the ion C4H10NOS with charge -1 at a distorted geometry.

Calculated values
LUMO level (Eh): 0.135
Orbital gap (eV): 6.45
Structure (SMILES): CN[C@@H](CO)C[S-]
DFT total energy (eV): -18683.0660
Energy above the lowest of the compared OMol25 structures with the same formula, charge and spin (kcal/mol): 46.8

Geometry as ORCA input:
```
! RIJCOSX wB97M-V def2-TZVPD def2/J DEFGRID3
* xyz -1 1
C -0.99442 2.08178 -0.22401
N -0.69270 0.88007 0.62102
C 0.03391 -0.13674 -0.11080
C 1.55542 -0.15860 0.13026
O 2.18725 -1.42120 0.10013
C -0.50351 -1.55610 0.26097
S -0.33954 -2.80166 -1.08077
H -1.41700 2.81457 0.46625
H -1.84620 1.80378 -0.87167
H -0.14885 2.29395 -0.86301
H -1.57207 0.61114 1.03133
H -0.09598 -0.03623 -1.19479
H 1.84870 0.42354 1.01556
H 1.98795 0.47275 -0.66545
H 1.55911 -1.98866 -0.38716
H -0.01983 -1.88573 1.18844
H -1.54224 -1.39666 0.58371
*
```